An isolated molecule of C5H9ClS2. Source: OMol25; level of theory: ωB97M-V/def2-TZVPD.

Each line ends with the natural charge from an NBO analysis.
Element x y z (Å)
C (-2.267, -0.246, 1.493)  -0.62
C (-1.822, 0.106, 0.082)  -0.34
C (-2.973, 0.003, -0.925)  -0.62
S (-0.519, -1.049, -0.533)  0.34
C (1.000, -0.518, 0.135)  -0.34
S (2.308, -1.453, -0.029)  0.06
C (1.099, 0.835, 0.836)  -0.45
Cl (1.010, 2.178, -0.338)  -0.05
H (-2.680, -1.260, 1.523)  0.22
H (-3.017, 0.477, 1.813)  0.22
H (-1.445, -0.204, 2.205)  0.21
H (-1.413, 1.111, 0.035)  0.23
H (-3.363, -1.039, -0.954)  0.21
H (-2.686, 0.318, -1.930)  0.23
H (-3.787, 0.641, -0.544)  0.22
H (0.297, 0.978, 1.566)  0.22
H (2.064, 0.921, 1.306)  0.25

Properties
LUMO energy: -0.42 eV
maximum force: 0.793 eV/A
SMILES string: CC(C)SC(=S)CCl
electronic energy: -1452.4683 a.u.
gap between HOMO and LUMO: 8.4 eV